{"formula": "C32H52BrF18NO14P2S", "method": "ωB97M-V/def2-TZVPD", "species": ["C", "C", "P", "C", "C", "P", "C", "Br", "C", "C", "N", "S", "C", "O", "O", "H", "H", "H", "H", "H", "H", "H", "H", "H", "H", "H", "H", "H", "H", "H", "H", "H", "H", "H", "H", "H", "H", "C", "C", "O", "C", "O", "C", "F", "F", "F", "H", "H", "H", "H", "H", "C", "C", "O", "C", "O", "C", "F", "F", "F", "H", "H", "H", "H", "H", "C", "C", "O", "C", "O", "C", "F", "F", "F", "H", "H", "H", "H", "H", "C", "C", "O", "C", "O", "C", "F", "F", "F", "H", "H", "H", "H", "H", "C", "C", "O", "C", "O", "C", "F", "F", "F", "H", "H", "H", "H", "H", "C", "C", "O", "C", "O", "C", "F", "F", "F", "H", "H", "H", "H", "H"], "positions_angstrom": [[-1.555, 4.435, -0.103], [-0.568, 3.671, 0.962], [0.417, 2.205, 0.249], [1.667, 2.765, -1.078], [2.309, 1.521, -1.973], [1.280, 0.908, 1.763], [2.269, -0.631, 1.090], [3.252, 2.010, 1.850], [0.987, 0.939, 3.638], [1.461, 2.285, 4.432], [0.978, 3.597, 3.809], [-0.507, -0.343, 1.612], [-0.419, -1.231, -0.070], [-1.812, 0.494, 1.632], [-0.495, -1.501, 2.681], [-1.964, 5.409, 0.450], [-1.004, 4.834, -1.066], [-2.499, 3.771, -0.385], [0.236, 4.484, 1.305], [-1.206, 3.422, 1.930], [2.496, 3.453, -0.611], [1.070, 3.459, -1.845], [2.324, 1.903, -3.092], [1.659, 0.548, -1.961], [3.407, 1.373, -1.557], [2.301, -0.597, -0.080], [1.847, -1.648, 1.520], [3.375, -0.494, 1.472], [1.525, 0.021, 4.167], [-0.190, 0.842, 3.806], [0.924, 2.244, 5.499], [2.624, 2.312, 4.700], [0.119, 3.924, 4.346], [1.733, 4.317, 3.865], [0.131, -0.591, -0.892], [0.225, -2.227, 0.059], [-1.492, -1.599, -0.432], [-4.370, -2.929, -0.126], [-5.612, -3.585, -0.699], [-5.416, -3.917, -2.082], [-4.741, -5.084, -2.332], [-4.308, -5.825, -1.454], [-4.647, -5.340, -3.835], [-4.295, -4.226, -4.540], [-5.835, -5.759, -4.359], [-3.730, -6.295, -4.158], [-4.079, -2.063, -0.730], [-4.544, -2.602, 0.902], [-3.520, -3.619, -0.131], [-6.450, -2.881, -0.657], [-5.906, -4.469, -0.122], [1.267, 5.070, 10.568], [0.353, 4.395, 9.563], [0.047, 5.287, 8.480], [0.991, 5.379, 7.489], [2.051, 4.758, 7.495], [0.519, 6.318, 6.381], [-0.025, 7.473, 6.864], [-0.439, 5.746, 5.598], [1.522, 6.698, 5.540], [0.832, 6.014, 10.911], [1.436, 4.422, 11.433], [2.237, 5.310, 10.121], [-0.598, 4.143, 10.044], [0.782, 3.458, 9.189], [-1.373, -4.318, -5.065], [-0.857, -4.235, -3.640], [0.462, -4.794, -3.548], [1.494, -3.972, -3.921], [1.341, -2.821, -4.322], [2.838, -4.672, -3.727], [2.836, -5.956, -4.189], [3.194, -4.742, -2.412], [3.864, -4.043, -4.366], [-1.327, -5.349, -5.431], [-2.407, -3.967, -5.122], [-0.764, -3.712, -5.742], [-1.500, -4.828, -2.983], [-0.873, -3.206, -3.263], [2.814, -2.725, -7.176], [1.899, -3.400, -8.182], [1.594, -2.508, -9.265], [2.538, -2.416, -10.255], [3.598, -3.037, -10.250], [2.066, -1.476, -11.363], [1.521, -0.322, -10.880], [1.108, -2.049, -12.147], [3.069, -1.097, -12.204], [2.379, -1.780, -6.834], [2.983, -3.372, -6.311], [3.784, -2.484, -7.623], [0.949, -3.651, -7.700], [2.329, -4.336, -8.555], [1.725, -7.146, -0.921], [1.508, -8.425, -0.133], [1.816, -8.221, 1.255], [0.830, -7.641, 2.012], [-0.261, -7.297, 1.566], [1.268, -7.529, 3.471], [2.544, -7.064, 3.605], [1.235, -8.734, 4.110], [0.482, -6.689, 4.201], [2.740, -6.767, -0.767], [1.570, -7.320, -1.990], [1.038, -6.359, -0.595], [2.190, -9.200, -0.499], [0.489, -8.808, -0.256], [-0.486, 7.981, 3.316], [-1.996, 8.002, 3.467], [-2.532, 9.249, 2.999], [-2.712, 9.358, 1.644], [-2.437, 8.467, 0.844], [-3.332, 10.709, 1.289], [-2.744, 11.748, 1.948], [-4.658, 10.762, 1.604], [-3.243, 11.005, -0.038], [-0.037, 8.845, 3.815], [-0.068, 7.066, 3.746], [-0.193, 8.034, 2.263], [-2.259, 7.922, 4.527], [-2.467, 7.156, 2.953]], "mulliken_charge": [-0.813, -0.218, 0.276, -0.629, -0.360, 0.529, -0.982, -0.432, -0.587, -0.752, -0.216, 0.678, -0.300, -0.666, -0.647, 0.149, 0.270, 0.271, 0.235, 0.261, 0.387, 0.342, 0.330, -0.132, 0.166, 0.114, 0.347, 0.499, 0.267, 0.415, 0.247, 0.383, 0.114, 0.209, 0.003, 0.265, -0.009, -1.034, -0.339, -0.308, 0.338, -0.534, 0.950, -0.269, -0.263, -0.243, 0.282, 0.421, 0.331, 0.337, 0.321, -1.112, -0.179, -0.297, 0.097, -0.513, 1.146, -0.264, -0.260, -0.254, 0.302, 0.382, 0.313, 0.336, 0.288, -1.067, 0.087, -0.341, 0.339, -0.543, 0.904, -0.264, -0.248, -0.252, 0.303, 0.297, 0.308, 0.334, 0.147, -0.558, -0.121, -0.334, 0.378, -0.517, 0.846, -0.239, -0.243, -0.238, 0.298, -0.197, 0.406, 0.204, 0.316, -0.904, -0.414, -0.312, 0.398, -0.515, 0.814, -0.241, -0.246, -0.230, 0.314, 0.344, 0.302, 0.355, 0.333, -0.616, -0.157, -0.323, 0.370, -0.504, 0.844, -0.239, -0.246, -0.236, 0.317, -0.151, 0.392, 0.275, 0.281], "e_tot_ev": -212548.072, "smiles": "CCP(CC)P(C)(Br)(CCN)S(C)(=O)=O.CCOC(=O)C(F)(F)F.CCOC(=O)C(F)(F)F.CCOC(=O)C(F)(F)F.CCOC(=O)C(F)(F)F.CCOC(=O)C(F)(F)F.CCOC(=O)C(F)(F)F"}